This record from OMol25 describes a 4-piece molecular cluster, H6O2S overall in a non-equilibrium geometry. The level of theory is the ωB97M-V functional and the def2-TZVPD basis.

Results
Relative energy (zero: lowest compared OMol25 entry of this formula, charge and spin) ... 290.0 kJ/mol
Orbital gap ... 8.51 eV

The geometry in ORCA input format:
```
! wB97M-V def2-TZVPD RIJCOSX def2/J DEFGRID3
* xyz 0 1
H -0.553 2.520 1.200
H 2.068 -1.240 0.988
H -1.199 0.162 -0.786
S 0.052 1.360 0.869
H -0.585 -0.446 1.042
H 1.605 -0.270 -0.056
O 1.855 -1.197 0.049
O -1.855 -0.064 -1.468
H -1.389 -0.826 -1.839
*
```

Which charges does natural (NBO) predict for the atoms? In e, they are: 0.179 0.469 0.465 -0.411 0.230 0.470 -0.928 -0.936 0.462


This record from OMol25 describes a 8-piece molecular cluster, C36H88N8O4 overall in a non-equilibrium geometry. The level of theory is the ωB97M-V functional and the def2-TZVPD basis.

Results
Relative energy (zero: lowest compared OMol25 entry of this formula, charge and spin) ... 138.0 kJ/mol
SMILES ... CCN(CC)CC.CCN(CC)CC.CCN(CC)CC.CCN(CC)CC.CN(C)C=O.CN(C)C=O.CN(C)C=O.CN(C)C=O
Orbital gap ... 8.65 eV

The geometry in ORCA input format:
```
! wB97M-V def2-TZVPD RIJCOSX def2/J DEFGRID3
* xyz 0 1
H -3.992 -10.806 -22.956
C 3.512 -12.603 -19.674
C 3.109 -4.073 -13.501
H 1.226 -6.009 -17.988
H 3.469 -2.078 -17.148
H 5.507 -5.973 -21.387
C 4.906 -7.328 -17.163
H 6.032 -1.465 -18.075
H -0.443 -9.006 -24.736
O 9.032 -5.694 -22.346
H 1.238 -8.209 -18.405
H 5.619 -3.440 -12.927
C 3.289 -9.789 -23.085
H -4.837 -13.483 -22.450
C 3.387 -1.727 -12.942
C 1.846 -9.783 -23.538
H 3.766 -4.668 -17.147
C -1.691 -11.885 -20.246
H 4.423 -0.377 -20.699
H 6.511 -12.596 -20.239
N 3.606 -4.803 -22.879
H 1.487 -3.917 -14.837
C 8.503 -6.776 -22.204
N 3.783 -2.825 -13.814
H 2.429 -0.677 -17.623
H -1.867 -12.258 -19.236
H 2.794 -5.336 -21.020
H 4.753 -6.071 -18.905
H 7.534 -9.084 -21.371
H 3.649 -8.856 -22.650
H 3.559 -4.894 -14.063
H -1.407 -7.390 -22.891
C 3.973 -1.805 -11.509
H 0.237 -7.284 -22.211
H 3.738 -0.792 -13.382
H 4.799 -7.764 -19.239
H 3.330 -1.231 -10.830
H 7.082 -2.049 -14.486
H 0.093 -12.977 -20.820
H 2.304 -1.649 -12.893
C 0.074 -8.199 -24.193
H 3.276 -4.367 -12.450
H 5.075 -10.159 -18.363
C -0.449 -7.900 -22.789
H 3.134 -8.689 -25.488
H 1.643 -9.383 -26.152
H -0.049 -7.293 -24.788
H 5.879 -1.818 -19.839
H -0.619 -8.827 -22.239
H -2.483 -10.061 -22.380
H 3.962 -0.382 -16.888
H 3.211 -4.291 -18.793
C 5.386 -1.850 -18.869
H 1.857 -6.380 -25.709
H 1.626 -10.626 -24.203
C 4.363 -7.029 -18.564
H 2.767 -8.952 -17.898
H 1.868 -8.425 -20.759
H 3.491 -12.978 -20.713
H 1.186 -5.049 -13.435
H 1.064 -3.303 -13.245
H 6.117 -10.988 -20.749
H -0.001 -11.280 -21.426
H 1.240 -9.840 -22.633
O 5.144 -5.106 -24.540
H 3.327 -2.682 -22.609
C 6.013 -1.879 -14.364
H 2.064 -10.001 -20.062
H 7.010 -4.961 -21.478
C 4.181 -5.458 -23.890
C -3.913 -12.632 -20.698
H -1.317 -12.236 -22.797
C 2.901 -4.659 -17.815
H -2.608 -10.638 -23.940
C -2.381 -12.312 -22.568
H 5.265 -12.326 -21.514
H 4.223 -3.521 -21.350
H 2.326 -6.441 -16.732
O 2.687 -12.793 -18.806
H 6.662 -5.819 -19.979
H 3.452 -8.924 -20.407
H 2.534 -7.159 -27.198
H 2.238 -6.378 -22.321
C 5.221 -3.079 -13.885
C 2.527 -5.356 -22.079
C 2.294 -6.056 -17.763
H 6.093 -11.523 -17.994
H 2.182 -3.934 -17.432
C 5.083 -11.253 -18.302
H 0.420 -11.666 -19.756
H 0.881 -7.382 -26.861
C 2.295 -8.299 -18.647
H 5.632 -1.544 -15.330
H 4.971 -3.206 -22.914
H -2.043 -10.840 -20.243
H 3.676 -6.404 -24.139
C 2.052 -8.554 -25.552
H 3.455 -10.519 -22.285
H 4.532 -8.268 -16.749
H 1.647 -4.726 -22.250
H -4.392 -11.643 -20.762
H 3.979 -10.067 -23.885
C 3.436 -1.070 -17.554
C -0.214 -11.955 -20.596
O 2.824 0.471 -19.748
H 4.792 -6.512 -16.451
N 7.353 -6.976 -21.516
H 5.984 -7.527 -17.193
C 1.846 -7.250 -26.360
C 5.674 -11.973 -20.570
H 6.101 -8.480 -22.335
H -4.248 -14.697 -21.329
C -2.906 -10.911 -22.916
H 4.908 -1.255 -11.414
C 1.596 -4.099 -13.766
H -5.729 -13.926 -21.002
H 4.303 -11.515 -17.586
N 1.508 -8.510 -24.207
H 8.882 -7.733 -22.597
C 4.040 -3.488 -22.427
C 6.537 -5.847 -21.062
H 6.187 -8.419 -20.584
C 6.778 -8.311 -21.497
H 3.935 -2.825 -11.133
H 5.882 -1.114 -13.595
N 2.917 -6.986 -18.703
N 4.680 -11.928 -19.514
H 5.383 -3.879 -14.614
H 5.256 -2.921 -18.674
N -2.533 -12.659 -21.162
C -4.728 -13.718 -21.389
C 3.764 -0.296 -19.817
C 2.440 -8.979 -20.004
N 4.119 -1.166 -18.847
H -2.780 -13.091 -23.210
H -3.934 -12.826 -19.622
*
```

Atom charges from the Löwdin analysis, given in e for atoms 1 to 99: 0.068 -0.347 -0.279 0.114 0.058 0.078 -0.072 0.088 0.120 0.021 0.119 0.116 -0.098 0.060 -0.237 -0.237 0.059 -0.255 0.132 0.094 -0.182 0.063 -0.344 -0.188 0.088 0.113 0.067 0.083 0.084 0.053 0.102 0.079 -0.079 0.053 0.103 0.072 0.071 0.076 0.089 0.098 -0.237 0.107 0.068 -0.071 0.103 0.116 0.100 0.086 0.042 0.048 0.091 0.060 -0.067 0.064 0.121 -0.258 0.105 0.060 0.134 0.073 0.059 0.066 0.042 0.074 0.014 0.093 -0.078 0.058 0.088 -0.371 -0.277 0.094 -0.092 0.068 -0.234 0.082 0.068 0.115 0.018 0.085 0.049 0.074 0.059 -0.273 -0.048 -0.249 0.093 0.069 -0.038 0.054 0.067 -0.231 0.055 0.091 0.110 0.118 -0.271 0.055 0.065


This record from OMol25 describes a 4-piece molecular cluster, C24H43N3OSSi overall in a non-equilibrium geometry. The level of theory is the ωB97M-V functional and the def2-TZVPD basis.

Results
SMILES ... COCCCCCCCCCCC[SiH2]S.c1cc[nH]c1.c1cc[nH]c1.c1cc[nH]c1
Orbital gap ... 8.43 eV

The geometry in ORCA input format:
```
! wB97M-V def2-TZVPD RIJCOSX def2/J DEFGRID3
* xyz 0 1
C 0.388 5.105 -2.172
C -1.879 -0.884 -0.525
C -5.367 2.823 0.666
H 1.403 5.209 -1.825
H 0.198 -2.697 5.113
H -3.391 2.838 -0.079
H -7.410 2.066 0.811
H -0.819 -1.201 -0.408
C 2.655 1.778 6.193
H 0.453 -0.015 -3.943
H -0.178 3.476 -0.951
C 2.073 -2.805 -0.841
H 3.414 -0.343 2.670
C 3.455 -2.379 -0.245
H -5.280 3.655 1.345
H 3.970 -2.005 2.431
H -2.459 3.546 -1.985
Si 1.490 -1.969 2.684
H 4.103 -0.371 0.357
H 1.037 -2.244 -4.662
C 3.174 -1.289 2.132
C -4.669 1.353 -0.872
H 1.667 -3.636 -0.222
C 2.173 -3.411 -2.299
H -0.784 -4.619 -3.820
H -6.563 0.282 -1.053
H 0.854 -0.868 -2.431
C 1.658 1.020 6.752
C 3.250 -1.043 0.588
H 2.426 2.880 9.305
H 1.249 -5.358 -2.415
C 0.011 -0.537 -3.073
H 3.784 -3.145 0.488
C 0.909 -4.302 -2.515
H -3.965 0.890 -1.547
H 0.054 6.628 -3.700
H 1.047 0.235 6.338
H 2.307 -2.614 -3.051
H 0.442 -1.168 2.029
C 3.121 2.670 7.194
C -1.664 4.221 -2.257
N -0.435 4.140 -1.657
H -1.208 -2.364 -2.676
C -0.791 -1.808 -3.532
H 0.754 -4.798 -4.694
N -4.301 2.418 -0.093
H 0.150 -4.177 -1.715
H 4.235 -2.205 -1.007
H -2.501 -1.799 -0.475
H -2.152 -0.202 0.311
H -1.633 -1.406 -4.134
H -0.337 0.729 -1.310
H 2.313 -0.525 0.293
C -0.900 0.415 -2.218
H -2.436 5.557 -3.802
C -5.983 1.071 -0.601
S 1.209 -1.815 4.826
H -0.463 -2.822 -5.428
C -0.321 5.805 -3.114
H 1.307 -2.007 -0.837
H 3.011 1.701 5.178
H 3.901 3.407 7.093
C 2.391 2.426 8.329
H -1.180 1.328 -2.777
C 0.069 -2.738 -4.455
C 0.239 -4.190 -3.922
H 1.399 -3.399 2.312
N 1.508 1.418 8.052
O -2.102 -0.214 -1.762
H 0.850 1.031 8.702
H 3.119 -3.995 -2.296
C -6.426 2.003 0.374
C -1.622 5.245 -3.168
*
```

Which charges does Löwdin predict for the atoms? In e, they are: -0.139 -0.109 -0.143 0.105 -0.175 0.121 0.088 0.067 -0.113 0.117 0.135 -0.225 0.070 -0.182 0.103 0.074 0.089 0.322 0.102 0.093 -0.369 -0.138 0.095 -0.188 0.110 0.089 0.078 -0.167 -0.266 0.103 0.110 -0.150 0.105 -0.203 0.092 0.091 0.014 0.094 -0.061 -0.116 -0.151 0.002 0.099 -0.174 0.107 0.005 0.101 0.107 0.100 0.093 0.117 0.108 0.080 -0.213 0.093 -0.107 0.403 0.106 -0.110 0.068 0.084 0.088 -0.146 0.112 -0.211 -0.208 -0.053 0.002 -0.255 0.142 0.110 -0.116 -0.105


This record from OMol25 describes C24H16F5MnN4O6SSe as an isolated structure in a non-equilibrium geometry. The level of theory is the ωB97M-V functional and the def2-TZVPD basis.

Results
Relative energy (zero: lowest compared OMol25 entry of this formula, charge and spin) ... 85.0 kJ/mol
Orbital gap (spin up / spin down) ... 6.27 / 6.13 eV

The geometry in ORCA input format:
```
! wB97M-V def2-TZVPD RIJCOSX def2/J DEFGRID3
* xyz -1 2
C -0.638 -4.317 -1.239
O 1.770 -1.500 -0.520
C 2.210 -0.559 3.594
H 0.197 4.781 -1.793
C 1.310 -0.483 2.550
S -0.516 2.282 -0.341
O -3.615 1.169 2.576
O -1.666 0.275 1.894
H -6.305 0.564 -1.411
H 2.862 4.231 2.604
F -1.704 -3.791 -1.863
C 0.889 -4.459 0.540
O 2.014 0.493 -1.540
N 1.440 2.973 1.534
C -3.028 -0.108 -1.844
N -2.552 0.101 -0.618
C 3.220 0.021 -2.120
C 1.286 -0.400 -0.740
F -0.403 -5.751 -3.115
C -5.254 0.434 -1.186
C -2.031 -0.585 -2.880
C -2.857 0.669 1.748
H -1.106 5.116 -0.652
F 2.659 -6.036 0.451
H 3.569 0.602 4.794
Se -1.214 -2.516 0.949
C 0.023 -5.331 -1.910
H -1.898 -1.023 -4.684
O -0.881 -0.838 -2.688
C 1.571 -5.475 -0.106
H -5.387 0.940 0.920
H 0.753 -1.358 2.229
C 0.555 3.222 0.502
H 3.100 2.679 3.616
H 3.090 -0.050 -3.203
C -0.243 -3.854 0.011
H 2.374 -1.505 4.088
Mn -0.389 -0.089 0.301
N 0.703 4.550 0.220
C 2.601 1.779 3.303
C 1.137 -5.919 -1.341
C -0.035 5.223 -0.824
N 1.060 0.654 1.877
C -4.766 0.642 0.089
C 1.690 1.754 2.246
H 1.921 6.159 0.968
O -2.603 -0.682 -4.115
C 2.114 4.159 1.844
C -4.363 0.045 -2.181
H 3.487 -0.956 -1.719
F 1.381 -4.079 1.729
C -3.407 0.459 0.335
H 4.013 0.742 -1.903
C 2.862 0.600 3.975
F 1.791 -6.903 -1.981
C 1.656 5.120 1.032
H -4.690 -0.144 -3.191
H 0.244 6.274 -0.812
*
```

Which charges does natural (NBO) predict for the atoms? In e, they are: 0.373 -0.706 -0.249 0.226 0.093 -0.079 -0.692 -0.756 0.209 0.224 -0.318 0.383 -0.589 -0.380 0.080 -0.409 -0.272 0.464 -0.310 -0.182 0.766 0.753 0.229 -0.309 0.210 -0.293 0.236 0.497 -0.528 0.238 0.248 0.256 0.264 0.207 0.164 -0.313 0.228 0.748 -0.363 -0.286 0.252 -0.401 -0.438 -0.194 0.398 0.221 -0.702 -0.082 -0.211 0.211 -0.318 0.125 0.158 -0.148 -0.308 -0.053 0.232 0.199


Number 1: electronic energy -15024.59619 eV. Number 2: electronic energy -58868.54629 eV. Number 3: electronic energy -50814.52600 eV. Number 4: electronic energy -164483.72462 eV.